Entry 1:
Computed, not measured: a cluster of 11 separate species, C40H54BN10 in total, with ωB97M-V/def2-TZVPD.

Structure (XYZ):
```
105
Properties=species:S:1:pos:R:3
B 0.72 0.01 0.12
H 0.74 -0.89 1.03
H 1.88 0.10 -0.41
H -0.21 -0.17 -0.79
H 0.47 1.14 0.62
N 0.72 -5.35 -2.99
C -0.24 -4.92 -3.85
C -0.21 -3.34 -3.83
C 0.89 -2.98 -2.90
C 1.50 -4.38 -2.24
H 0.72 -6.36 -2.91
H -1.05 -5.43 -4.17
H -0.82 -2.79 -4.22
H 1.31 -1.96 -2.62
H 2.16 -4.70 -1.35
N -1.89 -4.97 1.59
C -1.34 -4.38 0.44
C -1.58 -5.25 -0.68
C -2.24 -6.44 -0.10
C -2.48 -6.20 1.42
H -2.12 -4.39 2.33
H -1.03 -3.13 0.73
H -1.28 -4.85 -1.72
H -2.47 -7.43 -0.66
H -2.74 -6.79 2.28
N 0.01 2.52 -1.97
C 0.09 2.36 -3.37
C -0.42 3.68 -3.93
C -0.74 4.56 -2.72
C -0.56 3.67 -1.46
H 0.28 1.65 -1.38
H 0.58 1.71 -3.79
H -0.49 3.85 -4.85
H -1.08 5.69 -2.86
H -0.50 4.15 -0.56
N 1.53 4.08 3.45
C 1.36 4.53 2.16
C 1.01 6.02 2.33
C 1.32 6.35 3.77
C 1.51 5.02 4.50
H 1.84 3.09 3.56
H 1.41 3.81 1.28
H 0.82 6.65 1.38
H 1.42 7.27 3.99
H 1.72 4.66 5.37
N -4.10 -1.09 -2.33
C -4.97 -1.34 -3.31
C -4.81 -2.72 -3.72
C -3.51 -3.29 -2.96
C -3.15 -2.05 -2.07
H -3.95 -0.14 -2.02
H -5.99 -0.76 -3.68
H -5.46 -3.37 -4.36
H -3.03 -4.28 -3.15
H -2.19 -1.71 -1.59
N 3.81 1.73 -3.08
C 3.40 0.41 -2.92
C 3.73 -0.27 -4.40
C 4.43 0.77 -5.11
C 4.60 2.01 -4.16
H 3.54 2.49 -2.43
H 2.72 -0.05 -2.18
H 3.51 -1.15 -4.60
H 4.94 0.70 -6.31
H 4.84 2.96 -4.49
N -2.41 -2.43 3.70
C -3.30 -3.37 4.25
C -2.39 -4.22 5.09
C -0.97 -3.77 4.83
C -1.00 -2.56 3.97
H -2.63 -1.50 3.21
H -4.26 -3.36 4.09
H -2.66 -4.97 5.95
H 0.09 -4.04 5.07
H -0.39 -2.12 3.44
N 1.84 0.81 3.56
C 0.85 0.71 4.45
C 1.43 1.13 5.75
C 2.94 1.36 5.56
C 3.08 1.24 4.06
H 1.75 0.50 2.66
H -0.08 0.74 3.99
H 0.89 1.18 6.71
H 3.72 1.55 6.23
H 3.98 1.55 3.51
N -2.36 -0.18 1.43
C -2.72 0.77 2.47
C -4.24 0.59 2.69
C -4.70 -0.34 1.71
C -3.46 -0.84 1.03
H -1.32 -0.61 1.45
H -2.02 1.46 2.71
H -5.03 1.14 3.35
H -5.78 -0.67 1.48
H -3.37 -1.58 0.28
N 2.54 3.88 -2.20
C 3.33 3.41 -1.18
C 4.54 4.28 -1.22
C 4.43 5.38 -2.27
C 3.07 4.98 -2.96
H 1.66 3.41 -2.43
H 3.13 2.60 -0.71
H 5.40 4.03 -0.59
H 5.16 6.10 -2.56
H 2.34 5.37 -3.76
```

## Properties
gap between HOMO and LUMO	0.282	Eh
LUMO energy	2.60	eV
highest occupied orbital energy	-5.06	eV
DFT total energy	-2128.0409	Eh
total charge	-1

Entry 2:
Computed, not measured: a structure of composition C8H22FeN2O6P, with ωB97M-V/def2-TZVPD.

Structure (XYZ):
```
40
Properties=species:S:1:pos:R:3
Fe 7.55 -0.03 -5.05
P 5.30 0.28 -4.68
O 5.84 -1.21 -4.86
O 6.01 0.94 -5.96
O 6.28 0.81 -3.56
O 3.84 0.49 -4.52
C 10.02 -0.74 -1.63
C 9.14 -0.18 -2.75
C 9.82 0.97 -3.47
O 8.99 1.40 -4.53
C 9.53 2.45 -5.29
N 8.74 -1.25 -3.72
H 10.61 0.05 -1.16
H 10.70 -1.53 -1.97
H 9.40 -1.21 -0.87
H 8.22 0.21 -2.30
H 10.79 0.66 -3.89
H 9.97 1.80 -2.77
H 8.77 2.73 -6.02
H 10.42 2.12 -5.85
H 9.79 3.30 -4.65
H 9.62 -1.70 -3.98
H 8.25 -1.97 -3.18
C 7.99 -0.82 -9.16
C 7.90 -1.45 -7.80
C 8.25 -2.93 -7.89
O 8.20 -3.50 -6.61
C 8.18 -4.90 -6.62
N 8.79 -0.76 -6.81
H 7.08 -0.99 -9.74
H 8.83 -1.24 -9.73
H 8.10 0.27 -9.10
H 6.89 -1.39 -7.37
H 9.27 -3.04 -8.33
H 7.56 -3.42 -8.59
H 8.95 -5.31 -7.28
H 7.20 -5.28 -6.97
H 8.29 -5.23 -5.59
H 9.59 -0.34 -7.28
H 9.26 -1.52 -6.30
```

## Properties
gap between HOMO and LUMO (alpha / beta)	0.186 / 0.187	Eh
2S+1	5
LUMO energy (alpha / beta)	2.36 / 2.35	eV
highest occupied orbital energy (alpha / beta)	-2.69 / -2.75	eV
DFT total energy	-2484.1540	Eh
total charge	-1

Entry 3:
Computed, not measured: an isolated molecule of C20H25FN4O2, with ωB97M-V/def2-TZVPD.

Structure (XYZ):
```
52
Properties=species:S:1:pos:R:3
C -9.03 0.12 -0.63
C -8.12 0.54 0.52
N -6.74 0.32 0.21
C -6.06 -0.84 0.27
C -4.79 -0.59 -0.20
C -3.63 -1.53 -0.32
N -2.47 -1.02 0.38
C -1.34 -0.65 -0.26
O -1.17 -0.80 -1.45
C -0.26 -0.09 0.67
C 0.63 -1.24 1.15
C 1.68 -0.67 2.09
C 2.45 0.50 1.52
O 3.53 0.81 1.98
N 1.87 1.20 0.52
C 2.63 2.26 -0.11
C 3.32 1.79 -1.41
C 4.18 0.60 -1.12
C 3.69 -0.70 -1.27
C 4.46 -1.79 -0.92
C 5.74 -1.62 -0.42
C 6.22 -0.33 -0.28
F 7.47 -0.15 0.19
C 5.47 0.77 -0.62
C 0.60 0.90 -0.11
C -4.81 0.78 -0.53
N -5.99 1.30 -0.28
H -8.78 0.68 -1.53
H -10.07 0.32 -0.38
H -8.92 -0.94 -0.83
H -8.38 -0.01 1.43
H -8.24 1.61 0.72
H -6.51 -1.74 0.63
H -3.33 -1.64 -1.36
H -3.90 -2.51 0.08
H -2.58 -0.82 1.36
H -0.72 0.40 1.53
H 1.11 -1.70 0.29
H 0.04 -2.00 1.65
H 2.41 -1.43 2.37
H 1.20 -0.32 3.02
H 3.40 2.56 0.61
H 1.97 3.10 -0.32
H 2.56 1.53 -2.15
H 3.92 2.61 -1.79
H 2.70 -0.85 -1.68
H 4.06 -2.79 -1.04
H 6.35 -2.46 -0.13
H 5.88 1.76 -0.48
H 0.05 1.84 -0.24
H 0.76 0.47 -1.11
H -4.01 1.37 -0.93
```

## Properties
SMILES string	CCn1cc(CNC(=O)[C@H]2CCC(=O)N(CCc3cccc(F)c3)C2)cn1
gap between HOMO and LUMO	0.348	Eh
LUMO energy	0.57	eV
highest occupied orbital energy	-8.89	eV
DFT total energy	-1246.5302	Eh

Entry 4:
Computed, not measured: a cluster of 2 separate species, C11H21FN3O4S2 in total, with ωB97M-V/def2-TZVPD.

Structure (XYZ):
```
42
Properties=species:S:1:pos:R:3
C -3.52 -1.19 -1.29
C -1.97 -1.33 -0.70
F -2.06 -2.42 0.35
C -1.58 0.12 -0.04
N -2.57 0.22 1.10
C -3.20 1.44 1.15
S -3.80 3.04 1.11
N -1.52 1.22 -1.09
C -0.51 2.33 -0.73
C 0.77 1.47 -0.09
C -0.14 0.33 0.72
C 0.62 -0.93 1.42
C 1.23 -2.05 0.39
C 2.32 -1.49 -0.69
C 1.54 -1.50 -2.17
N 2.43 -1.02 -3.30
H -3.75 -1.98 -2.12
H -3.74 -0.14 -1.74
H -4.29 -1.33 -0.39
H -1.26 -1.64 -1.60
H -0.99 0.75 -1.88
H -2.41 1.58 -1.52
H -0.81 3.08 0.12
H -0.05 2.95 -1.61
H 1.34 1.10 -1.05
H 1.43 2.20 0.55
H -0.48 0.97 1.67
H -0.14 -1.47 2.16
H 1.47 -0.48 2.12
H 0.43 -2.67 -0.20
H 1.81 -2.84 1.07
H 2.78 -0.44 -0.43
H 3.20 -2.26 -0.75
H 1.15 -2.59 -2.44
H 0.66 -0.72 -2.07
H 1.87 -1.16 -4.19
H 2.44 0.04 -3.19
O 1.52 1.16 5.40
S 2.26 1.76 4.27
O 1.30 2.30 3.29
O 3.10 0.74 3.63
O 3.12 2.85 4.77
```

## Properties
gap between HOMO and LUMO	0.081	Eh
LUMO energy	0.19	eV
highest occupied orbital energy	-2.02	eV
DFT total energy	-1792.8865	Eh
total charge	-1

- Among the records above, which one has the highest DFT total energy?
  C20H25FN4O2

- Look up the DFT total energy of the third one.
  -1246.5302 Eh